Entry 1:
12 unconnected molecules or ions with the total composition C37H103N5O17 at a distorted geometry. Source: OMol25; level of theory: wB97M-V/def2-TZVPD.

* E: -3023.94773 Eh
* energy above the lowest of the compared OMol25 structures with the same formula, charge and spin: 0.0 kJ/mol
* charge: 0
* SMILES: COCCNCCOC.COCCNCCOC.COCCNCCOC.COCCNCCOC.COCCNCCOC.CO.CO.CO.CO.CO.CO.CO
* spin multiplicity: 1
* orbital gap: 0.31721 Ha
* HOMO: -0.300 Ha

Geometry (Å):
C1 3.562 1.493 -1.202
O1 2.733 1.636 -2.364
C2 3.207 1.059 -3.587
C3 3.540 -0.451 -3.518
N1 2.366 -1.167 -2.988
C4 2.655 -2.554 -2.562
C5 2.804 -3.573 -3.677
O2 2.993 -4.906 -3.194
C6 3.238 -5.930 -4.205
H1 3.618 0.471 -0.828
H2 3.041 2.142 -0.498
H3 4.545 1.912 -1.417
H4 4.070 1.660 -3.874
H5 2.488 1.140 -4.402
H6 4.423 -0.469 -2.880
H7 3.818 -0.857 -4.490
H8 2.006 -0.614 -2.223
H9 1.846 -2.861 -1.898
H10 3.410 -2.404 -1.790
H11 3.583 -3.264 -4.373
H12 1.915 -3.625 -4.307
H13 4.107 -5.652 -4.801
H14 2.450 -6.046 -4.949
H15 3.415 -6.908 -3.757
C7 -4.966 7.382 -0.228
O3 -4.522 6.364 -1.073
C8 -3.323 6.689 -1.796
C9 -2.940 5.568 -2.729
N2 -4.033 5.169 -3.582
C10 -4.017 3.821 -4.277
C11 -4.108 2.617 -3.262
O4 -2.738 2.191 -2.883
C12 -2.720 1.132 -1.961
H16 -4.122 7.643 0.410
H17 -5.867 7.092 0.313
H18 -5.304 8.247 -0.798
H19 -2.443 6.775 -1.159
H20 -3.334 7.604 -2.388
H21 -2.638 4.721 -2.113
H22 -2.052 5.913 -3.258
H23 -4.816 5.052 -2.956
H24 -3.155 3.759 -4.940
H25 -4.910 3.780 -4.901
H26 -4.512 1.865 -3.939
H27 -4.758 2.775 -2.401
H28 -1.782 0.903 -1.455
H29 -3.034 0.166 -2.356
H30 -3.251 1.384 -1.043
C13 -4.702 -2.022 -1.459
O5 -3.465 -2.044 -0.818
C14 -2.554 -2.840 -1.510
C15 -1.253 -3.052 -0.716
N3 -1.429 -4.142 0.292
C16 -0.430 -4.018 1.348
C17 -0.301 -5.190 2.323
O6 0.492 -6.226 1.773
C18 0.271 -7.403 2.456
H31 -4.740 -1.379 -2.339
H32 -5.268 -1.509 -0.682
H33 -5.156 -2.995 -1.645
H34 -2.298 -2.258 -2.395
H35 -2.921 -3.822 -1.807
H36 -1.029 -2.118 -0.202
H37 -0.461 -3.181 -1.455
H38 -1.302 -5.047 -0.138
H39 -0.753 -3.231 2.030
H40 0.545 -3.674 1.003
H41 -1.328 -5.515 2.486
H42 0.086 -4.866 3.289
H43 0.515 -7.489 3.514
H44 0.887 -8.203 2.044
H45 -0.752 -7.763 2.347
C19 7.820 1.110 5.511
O7 7.372 0.904 4.184
C20 6.931 -0.444 3.811
C21 5.556 -0.790 4.477
N4 4.421 -0.088 3.905
C22 4.232 1.301 4.379
C23 2.886 1.901 3.937
O8 2.904 2.419 2.641
C24 1.871 3.396 2.397
H46 6.950 0.996 6.158
H47 8.289 2.071 5.725
H48 8.496 0.322 5.843
H49 7.702 -1.150 4.120
H50 6.833 -0.580 2.734
H51 5.596 -0.583 5.547
H52 5.440 -1.854 4.272
H53 4.426 0.008 2.900
H54 5.032 1.928 3.988
H55 4.310 1.452 5.456
H56 2.675 2.654 4.695
H57 2.052 1.202 3.995
H58 0.932 2.877 2.588
H59 1.890 3.615 1.330
H60 1.821 4.328 2.959
C25 -1.213 3.376 0.794
O9 -1.837 3.197 2.056
C26 -2.996 3.962 2.248
C27 -4.192 3.703 1.303
N5 -4.798 2.387 1.595
C28 -5.837 2.076 0.596
C29 -6.663 0.800 0.835
O10 -7.430 0.718 -0.387
C30 -8.357 -0.359 -0.222
H61 -0.375 2.685 0.697
H62 -0.834 4.390 0.670
H63 -1.845 3.184 -0.073
H64 -2.690 5.008 2.209
H65 -3.351 3.762 3.259
H66 -3.890 3.763 0.257
H67 -4.934 4.491 1.430
H68 -4.132 1.629 1.614
H69 -5.365 1.874 -0.365
H70 -6.423 2.991 0.505
H71 -7.358 1.000 1.650
H72 -5.999 -0.028 1.085
H73 -7.788 -1.256 0.021
H74 -8.770 -0.538 -1.215
H75 -9.027 -0.146 0.611
C31 -0.632 -0.396 -4.324
O11 -0.077 -1.709 -4.167
H76 -1.503 -0.285 -4.969
H77 -0.910 -0.082 -3.317
H78 0.179 0.243 -4.673
H79 0.675 -1.619 -3.578
C32 2.927 -4.922 -0.022
O12 3.080 -5.900 0.942
H80 2.125 -5.327 -0.639
H81 2.585 -4.016 0.479
H82 3.823 -4.762 -0.621
H83 2.273 -6.204 1.364
C33 0.157 3.450 -3.443
O13 0.385 3.054 -2.109
H84 -0.390 2.733 -4.056
H85 -0.450 4.353 -3.382
H86 1.111 3.614 -3.945
H87 1.083 2.395 -2.140
C34 2.536 -2.926 3.705
O14 2.260 -1.729 4.369
H88 1.929 -3.730 4.122
H89 2.357 -2.736 2.647
H90 3.578 -3.209 3.857
H91 2.995 -1.134 4.205
C35 1.022 -0.448 0.678
O15 0.797 -0.420 -0.719
H92 1.521 -1.391 0.900
H93 1.737 0.313 0.991
H94 0.102 -0.396 1.260
H95 0.358 0.416 -0.896
C36 -2.809 -0.841 2.286
O16 -3.128 -0.192 1.116
H96 -2.526 -1.885 2.151
H97 -1.972 -0.332 2.764
H98 -3.678 -0.766 2.940
H99 -3.165 -0.832 0.401
C37 5.026 -2.173 0.958
O17 4.575 -0.856 1.191
H100 5.516 -2.384 0.008
H101 5.721 -2.573 1.696
H102 4.094 -2.735 1.024
H103 5.239 -0.178 1.047

Atom charges from the Mulliken analysis, given in e for atoms 1 to 4: -0.426, -0.360, -0.941, -0.495


Entry 2:
13 unconnected molecules or ions with the total composition C37H108N18O13 at a distorted geometry. Source: OMol25; level of theory: wB97M-V/def2-TZVPD.

* E: -3437.70801 Eh
* charge: +1
* spin multiplicity: 2
* orbital gap (alpha / beta): 0.29538 / 0.08219 Ha
* HOMO (alpha / beta): -0.377 / -0.377 Ha

Geometry (Å):
C1 -3.731 3.088 3.398
O1 -4.692 2.971 2.699
N1 -3.770 3.488 4.586
N2 -2.643 2.357 3.155
H1 -2.993 3.421 5.227
H2 -4.645 3.809 4.975
H3 -2.757 1.717 2.382
H4 -2.393 2.067 4.090
C2 -6.608 0.373 2.064
O2 -7.422 -0.444 1.723
N3 -5.640 0.801 1.365
N4 -6.746 0.918 3.196
H5 -5.118 1.628 1.618
H6 -5.406 0.233 0.564
H7 -7.559 0.550 3.670
H8 -6.191 1.726 3.440
C3 -4.860 -2.064 -0.238
O3 -4.667 -0.941 -0.548
N5 -4.796 -3.203 -0.921
N6 -5.246 -2.464 0.927
H9 -4.486 -3.188 -1.882
H10 -5.037 -4.097 -0.516
H11 -5.754 -1.747 1.424
H12 -5.293 -3.468 1.033
C4 -4.138 3.830 -1.118
O4 -4.427 4.440 -2.161
N7 -4.375 4.294 0.030
N8 -3.532 2.690 -1.061
H13 -4.047 3.867 0.885
H14 -5.061 5.031 0.103
H15 -3.224 2.317 -1.947
H16 -3.420 2.220 -0.174
C5 -6.337 0.581 -3.339
O5 -6.359 0.934 -4.501
N9 -7.020 -0.415 -2.930
N10 -5.452 1.031 -2.477
H17 -6.694 -0.683 -2.013
H18 -7.572 -0.991 -3.550
H19 -5.184 0.589 -1.609
H20 -4.998 1.850 -2.854
C6 3.469 -0.613 -1.875
C7 3.991 -1.985 -2.385
C8 4.307 -2.034 -3.852
O6 3.096 -2.181 -4.550
C9 2.693 -0.921 -5.066
N11 5.100 -2.325 -1.492
H21 2.399 -0.516 -2.063
H22 4.127 0.223 -2.112
H23 3.444 -0.490 -0.792
H24 3.288 -2.756 -2.068
H25 4.752 -3.013 -4.028
H26 5.019 -1.265 -4.151
H27 2.250 -0.497 -4.165
H28 1.867 -0.909 -5.776
H29 3.418 -0.250 -5.526
H30 5.424 -3.187 -1.905
H31 4.662 -2.669 -0.650
C10 -4.173 -2.623 3.738
C11 -2.900 -2.575 4.502
C12 -1.850 -3.505 3.857
O7 -2.191 -4.843 4.212
C13 -1.360 -5.744 3.483
N12 -2.254 -1.205 4.509
H32 -4.484 -3.623 3.437
H33 -3.972 -1.980 2.881
H34 -4.888 -2.090 4.365
H35 -2.953 -2.819 5.563
H36 -0.795 -3.298 4.034
H37 -2.095 -3.470 2.795
H38 -1.877 -6.669 3.226
H39 -0.532 -6.022 4.134
H40 -0.912 -5.400 2.551
H41 -1.384 -1.139 5.018
H42 -2.172 -0.934 3.540
C14 -0.305 3.494 -3.674
C15 -1.202 2.501 -4.461
C16 -0.773 1.061 -4.183
O8 -1.587 0.103 -4.887
C17 -1.100 -1.254 -4.762
N13 -2.589 2.606 -3.971
H43 0.736 3.265 -3.901
H44 -0.416 3.282 -2.610
H45 -0.397 4.563 -3.868
H46 -1.152 2.567 -5.548
H47 -0.997 0.841 -3.139
H48 0.234 0.805 -4.512
H49 -1.660 -1.842 -4.035
H50 -0.064 -1.443 -4.482
H51 -1.264 -1.667 -5.758
H52 -3.020 3.472 -4.263
H53 -3.065 1.848 -4.439
C18 2.540 -5.574 4.515
C19 3.626 -5.055 3.619
C20 3.570 -3.529 3.581
O9 2.560 -2.898 2.881
C21 2.642 -2.923 1.463
N14 4.890 -5.605 4.058
H54 2.535 -6.663 4.550
H55 1.622 -5.346 3.972
H56 2.830 -5.098 5.451
H57 3.387 -5.430 2.624
H58 4.472 -3.254 3.034
H59 3.537 -3.128 4.594
H60 1.838 -2.188 1.407
H61 2.309 -3.876 1.052
H62 3.599 -2.416 1.339
H63 5.219 -5.145 4.895
H64 5.567 -5.401 3.337
C22 -1.556 -0.729 -0.990
C23 -1.140 -0.109 0.321
C24 -0.338 1.206 0.059
O10 0.641 1.040 -0.944
C25 1.828 1.812 -0.797
N15 -2.364 0.074 1.042
H65 -2.294 -0.037 -1.396
H66 -2.047 -1.673 -0.753
H67 -0.695 -0.857 -1.646
H68 -0.430 -0.798 0.779
H69 0.189 1.492 0.970
H70 -0.960 1.990 -0.372
H71 2.463 1.843 -1.683
H72 2.478 1.527 0.030
H73 1.679 2.864 -0.552
H74 -2.753 -0.804 1.353
H75 -3.021 0.201 0.286
C26 8.019 5.866 -2.319
C27 7.615 5.909 -0.798
C28 7.358 4.547 -0.232
O11 6.268 3.876 -0.966
C29 5.812 2.784 -0.238
N16 8.380 6.857 -0.098
H76 7.283 5.285 -2.874
H77 8.979 5.354 -2.399
H78 8.079 6.786 -2.901
H79 6.659 6.433 -0.828
H80 7.034 4.656 0.803
H81 8.188 3.841 -0.236
H82 5.239 2.954 0.673
H83 6.703 2.170 -0.106
H84 5.194 2.228 -0.943
H85 8.382 7.640 -0.737
H86 9.298 6.475 0.078
C30 2.243 3.902 3.172
C31 3.003 5.169 3.064
C32 2.938 5.781 1.680
O12 3.312 4.943 0.649
C33 2.999 5.454 -0.648
N17 2.496 6.174 4.093
H87 1.194 4.045 2.912
H88 2.313 3.282 4.065
H89 2.568 3.264 2.350
H90 4.037 4.979 3.352
H91 3.508 6.705 1.584
H92 1.891 6.029 1.506
H93 3.539 6.380 -0.843
H94 1.944 5.676 -0.805
H95 3.362 4.631 -1.264
H96 1.512 6.265 3.883
H97 2.775 7.140 4.000
C34 0.064 -4.366 -2.483
C35 -1.059 -4.193 -1.458
C36 -1.936 -5.457 -1.219
O13 -2.138 -6.053 -2.554
C37 -2.726 -7.370 -2.624
N18 -0.531 -3.609 -0.138
H98 0.710 -5.240 -2.400
H99 0.671 -3.462 -2.524
H100 -0.418 -4.416 -3.459
H101 -1.792 -3.498 -1.866
H102 -2.907 -5.242 -0.773
H103 -1.474 -6.095 -0.466
H104 -2.583 -7.667 -3.663
H105 -3.782 -7.375 -2.354
H106 -2.235 -8.131 -2.018
H107 0.293 -4.147 0.088
H108 -0.304 -2.662 -0.406

Atom charges from the Mulliken analysis, given in e for atoms 1 to 4: 0.809, -0.955, -0.432, -0.314